1.
Density functional theory data (the ωB97M-V functional and the def2-TZVPD basis) for C26H46HfO2P2 as an isolated structure in a non-equilibrium geometry.

XYZ file:
```
77
Properties=species:S:1:pos:R:3
Hf -0.633 0.778 1.648
C 0.942 0.069 4.248
C 1.681 0.532 3.141
C -0.150 1.948 3.421
C -0.177 0.898 4.427
C 1.115 1.785 2.702
C 1.336 -1.028 5.171
H 2.115 -1.669 4.747
H 0.467 -1.667 5.384
H 1.717 -0.645 6.133
C -1.059 0.945 5.612
H -0.672 0.300 6.406
H -2.076 0.616 5.374
H -1.137 1.957 6.033
C -1.049 3.139 3.377
H -0.946 3.674 4.326
H -2.120 2.908 3.263
H -0.771 3.825 2.572
C 1.716 2.774 1.769
H 2.233 3.516 2.398
H 0.939 3.294 1.187
H 2.445 2.332 1.075
C 3.058 0.100 2.807
H 3.815 0.628 3.413
H 3.286 0.305 1.756
H 3.219 -0.973 2.971
C 0.388 -2.789 0.546
C 1.669 -2.652 0.911
C 2.755 -2.141 -0.002
C 2.505 -1.039 -1.112
C 1.829 0.222 -0.801
C 0.449 0.357 -0.567
C -0.536 -0.757 -0.873
C -0.175 -2.278 -0.760
H 3.141 -3.020 -0.556
H 2.092 -1.534 -2.001
H 3.582 -1.774 0.631
H 0.480 -2.556 -1.603
H -0.394 -2.887 1.348
H 1.900 -2.728 1.984
H -1.152 -2.804 -0.878
H -1.537 -0.560 -0.397
H -0.067 1.345 -0.747
H -0.792 -0.635 -1.957
H 3.522 -0.707 -1.393
H 2.470 1.104 -0.671
P -0.788 -1.801 -3.840
P -0.680 1.431 -3.388
C -0.535 -0.682 -5.317
C -1.094 0.713 -5.095
H -1.053 -1.124 -6.178
H 0.544 -0.662 -5.533
H -0.668 1.406 -5.829
H -2.188 0.732 -5.199
C -1.397 3.100 -3.625
H -0.944 3.778 -2.887
H -2.476 3.014 -3.432
H -1.223 3.466 -4.647
C 1.087 1.811 -3.747
H 1.226 2.045 -4.811
H 1.721 0.958 -3.475
H 1.384 2.672 -3.134
C -2.487 -2.398 -4.206
H -2.758 -3.163 -3.464
H -2.566 -2.827 -5.218
H -3.172 -1.542 -4.108
C 0.230 -3.266 -4.285
H 1.030 -2.992 -4.986
H -0.406 -4.042 -4.730
H 0.687 -3.665 -3.369
C -4.173 0.053 2.896
C -2.857 0.032 2.258
O -1.871 -0.818 2.414
O -2.635 1.030 1.412
H -4.577 -0.966 2.859
H -4.736 0.763 2.285
H -4.048 0.433 3.914
```

Frontier orbital gap = 5.552 eV
Highest occupied orbital energy = -0.4674 Eh
ΔE to the lowest compared entry with this formula, charge and spin = 1.672 eV
Total charge = +2
LUMO level = -7.2 eV



2.
Density functional theory data (the ωB97M-V functional and the def2-TZVPD basis) for C33H72FeO29P4S as an isolated structure in a non-equilibrium geometry.

XYZ file:
```
140
Properties=species:S:1:pos:R:3
Fe 4.529 -8.768 26.029
S 4.695 -6.730 24.313
O 5.857 -6.388 23.463
O 5.007 -6.866 25.714
O 3.620 -5.780 24.204
O 4.225 -8.091 24.139
C 5.444 -3.351 24.735
C 6.903 -3.677 24.632
O 7.522 -2.538 24.094
C 6.701 -1.521 24.368
O 6.970 -0.375 24.325
O 5.525 -1.992 24.793
H 4.859 -3.824 25.523
H 4.982 -3.657 23.797
H 7.223 -4.623 24.194
H 7.210 -3.852 25.663
C 1.658 -7.226 22.354
C 0.750 -7.388 23.461
O -0.416 -8.013 22.921
C -0.391 -7.990 21.623
O -1.309 -8.312 20.926
O 0.840 -7.658 21.206
H 2.555 -7.816 22.542
H 1.995 -6.206 22.167
H 0.497 -6.377 23.780
H 1.133 -7.923 24.329
C 4.783 -5.848 20.849
C 5.406 -4.469 20.694
O 4.349 -3.809 19.879
C 3.467 -4.734 19.474
O 2.531 -4.518 18.774
O 3.837 -6.021 19.844
H 4.337 -5.848 21.844
H 5.523 -6.641 20.956
H 6.376 -4.544 20.203
H 5.627 -3.997 21.652
C -3.231 -5.873 22.824
C -2.614 -4.561 23.278
O -2.692 -4.433 24.713
P -2.571 -2.971 25.381
O -2.761 -3.003 26.861
O -1.046 -2.549 24.878
C 0.073 -3.253 25.449
C 1.381 -2.798 24.793
O -3.600 -2.098 24.515
C -4.990 -1.963 24.825
C -5.710 -3.109 24.086
H -2.710 -6.725 23.261
H -4.242 -5.866 23.231
H -3.409 -5.899 21.749
H -1.558 -4.607 23.012
H -3.120 -3.771 22.722
H 0.103 -3.067 26.522
H -0.050 -4.335 25.387
H 1.356 -2.782 23.703
H 1.650 -1.809 25.166
H 2.164 -3.406 25.246
H -5.245 -2.076 25.878
H -5.310 -0.997 24.435
H -5.388 -3.116 23.044
H -5.733 -4.037 24.657
H -6.783 -2.926 24.035
C 12.751 -7.290 18.918
C 11.347 -7.872 19.005
O 10.443 -6.819 19.258
P 8.839 -7.021 19.497
O 8.176 -5.748 19.861
O 8.398 -7.706 18.097
C 7.098 -8.034 17.898
C 6.331 -7.071 17.043
O 8.804 -8.286 20.509
C 8.603 -8.276 21.921
C 9.815 -9.052 22.562
H 12.685 -6.586 18.089
H 12.912 -6.834 19.895
H 13.491 -8.056 18.684
H 11.038 -8.316 18.059
H 11.280 -8.582 19.830
H 7.058 -8.996 17.386
H 6.597 -8.153 18.858
H 6.699 -6.937 16.026
H 5.287 -7.381 17.005
H 6.300 -6.050 17.424
H 8.465 -7.274 22.327
H 7.692 -8.866 22.029
H 10.733 -8.575 22.218
H 9.695 -9.043 23.645
H 9.930 -10.118 22.366
C 5.349 -14.972 24.502
C 4.956 -13.713 25.192
O 3.831 -13.188 24.481
P 3.067 -11.886 25.124
O 3.928 -10.695 25.449
O 2.411 -12.560 26.451
C 1.708 -13.841 26.321
C 0.216 -13.497 26.011
O 1.826 -11.555 24.141
C 2.058 -10.981 22.943
C 0.749 -11.199 22.156
H 4.477 -15.598 24.312
H 5.805 -14.931 23.512
H 6.070 -15.527 25.102
H 4.639 -13.970 26.202
H 5.779 -13.028 25.397
H 2.040 -14.444 25.476
H 1.823 -14.413 27.241
H -0.356 -14.399 25.793
H -0.336 -13.095 26.861
H 0.074 -12.764 25.216
H 2.361 -9.951 23.132
H 2.799 -11.485 22.322
H 0.763 -12.276 21.988
H -0.076 -10.809 22.752
H 0.746 -10.643 21.219
C -2.136 -6.581 27.437
C -0.629 -6.480 27.880
O 0.166 -7.433 27.219
P 1.536 -8.006 27.926
O 2.552 -8.479 26.907
O 2.060 -6.872 28.954
C 2.963 -5.913 28.538
C 2.529 -5.175 27.225
O 1.069 -9.237 28.877
C 0.624 -10.468 28.330
C -0.896 -10.611 28.444
H -2.628 -5.663 27.756
H -2.092 -6.626 26.348
H -2.528 -7.446 27.972
H -0.301 -5.468 27.645
H -0.538 -6.604 28.960
H 3.042 -5.287 29.426
H 3.787 -6.603 28.353
H 2.253 -5.861 26.424
H 1.825 -4.365 27.417
H 3.348 -4.601 26.791
H 0.879 -10.453 27.270
H 1.069 -11.383 28.720
H -1.100 -10.879 29.481
H -1.476 -9.747 28.120
H -1.274 -11.542 28.023
```

<S²> = 6.01
Frontier orbital gap (alpha / beta) = 8.596 / 8.268 eV
Highest occupied orbital energy (alpha / beta) = -0.3547 / -0.3522 Eh
ΔE to the lowest compared entry with this formula, charge and spin = 0.000 eV
Total charge = 0
2S+1 = 5
LUMO level (alpha / beta) = -1.1 / -1.3 eV



3.
Density functional theory data (the ωB97M-V functional and the def2-TZVPD basis) for C8H14F9KNO10S3 as an isolated structure in a non-equilibrium geometry.

XYZ file:
```
46
Properties=species:S:1:pos:R:3
K 17.893 4.604 12.149
C 16.617 5.612 7.397
N 16.663 4.135 6.837
C 15.254 3.647 6.460
C 17.661 4.151 5.667
C 17.272 3.127 7.890
C 16.463 2.799 9.176
O 16.179 3.943 9.864
H 17.619 5.874 7.739
H 15.878 5.726 8.190
H 16.154 6.196 6.602
H 14.785 4.374 5.797
H 14.560 3.598 7.300
H 15.263 2.695 5.930
H 17.462 4.917 4.917
H 17.548 3.197 5.151
H 18.697 4.237 5.992
H 18.318 3.301 8.144
H 17.259 2.237 7.260
H 17.108 2.105 9.716
H 15.534 2.236 9.096
H 15.551 3.795 10.575
C 22.481 3.799 10.767
F 23.547 4.436 10.273
F 22.417 2.576 10.242
F 22.589 3.756 12.102
S 20.829 4.756 10.218
O 19.734 3.764 10.206
O 20.688 5.855 11.214
O 21.046 5.300 8.880
C 20.678 6.707 15.210
F 21.451 5.811 14.650
F 21.262 7.234 16.260
F 20.474 7.705 14.347
S 19.014 5.869 15.759
O 18.406 5.267 14.548
O 19.370 4.914 16.782
O 18.228 7.016 16.209
C 13.552 6.581 10.805
F 13.778 7.774 11.373
F 12.316 6.509 10.269
F 14.407 6.527 9.835
S 13.954 5.163 12.076
O 15.288 5.364 12.589
O 12.859 5.223 13.069
O 13.966 3.865 11.294
```

Frontier orbital gap = 6.979 eV
Highest occupied orbital energy = -0.2157 Eh
Total charge = -1
LUMO level = 1.1 eV



> Among the records above, which one has the highest total charge?

C26H46HfO2P2



> Among the records above, which one has the lowest total charge?

C8H14F9KNO10S3



What did the third record say?
Density functional theory data (the ωB97M-V functional and the def2-TZVPD basis) for C8H14F9KNO10S3 as an isolated structure in a non-equilibrium geometry.

XYZ file:
```
46
Properties=species:S:1:pos:R:3
K 17.893 4.604 12.149
C 16.617 5.612 7.397
N 16.663 4.135 6.837
C 15.254 3.647 6.460
C 17.661 4.151 5.667
C 17.272 3.127 7.890
C 16.463 2.799 9.176
O 16.179 3.943 9.864
H 17.619 5.874 7.739
H 15.878 5.726 8.190
H 16.154 6.196 6.602
H 14.785 4.374 5.797
H 14.560 3.598 7.300
H 15.263 2.695 5.930
H 17.462 4.917 4.917
H 17.548 3.197 5.151
H 18.697 4.237 5.992
H 18.318 3.301 8.144
H 17.259 2.237 7.260
H 17.108 2.105 9.716
H 15.534 2.236 9.096
H 15.551 3.795 10.575
C 22.481 3.799 10.767
F 23.547 4.436 10.273
F 22.417 2.576 10.242
F 22.589 3.756 12.102
S 20.829 4.756 10.218
O 19.734 3.764 10.206
O 20.688 5.855 11.214
O 21.046 5.300 8.880
C 20.678 6.707 15.210
F 21.451 5.811 14.650
F 21.262 7.234 16.260
F 20.474 7.705 14.347
S 19.014 5.869 15.759
O 18.406 5.267 14.548
O 19.370 4.914 16.782
O 18.228 7.016 16.209
C 13.552 6.581 10.805
F 13.778 7.774 11.373
F 12.316 6.509 10.269
F 14.407 6.527 9.835
S 13.954 5.163 12.076
O 15.288 5.364 12.589
O 12.859 5.223 13.069
O 13.966 3.865 11.294
```

Frontier orbital gap = 6.979 eV
Highest occupied orbital energy = -0.2157 Eh
Total charge = -1
LUMO level = 1.1 eV



> Which of these has the lowest total charge?

C8H14F9KNO10S3